# C43H77NO11

A cluster of 6 separate species, C43H77NO11 in total at a distorted geometry (ωB97M-V/def2-TZVPD, the Open Molecules 2025 dataset).

XYZ file:
```
132
C43H77NO11, DFT ωB97M-V/def2-TZVPD
C -9.965 2.573 -0.658
C -9.423 2.754 -2.203
C -8.477 1.470 -2.705
C -7.181 1.271 -1.699
C -5.725 1.246 -2.522
C -4.525 0.661 -1.567
C -2.999 0.942 -2.179
C -2.273 2.165 -1.361
C -0.646 1.925 -1.104
C -0.265 2.556 0.361
C 1.214 2.037 0.942
C 1.424 0.416 0.831
C 0.173 -0.595 1.246
O -1.149 -0.434 1.159
N 0.963 -1.833 1.719
C 2.386 -1.850 1.163
C 2.831 -0.277 1.306
C 3.553 0.174 2.706
C 2.540 0.737 3.865
C 1.334 -0.101 4.601
C 0.397 0.569 5.810
C 0.625 2.131 6.361
C 1.819 2.978 5.606
C 2.761 2.305 4.400
C 3.937 3.313 3.800
H -11.114 2.259 -0.610
H -9.872 3.586 -0.061
H -9.381 1.756 -0.042
H -10.395 2.856 -2.889
H -8.817 3.754 -2.380
H -8.156 1.652 -3.818
H -9.196 0.518 -2.667
H -7.156 2.206 -0.986
H -7.353 0.258 -1.131
H -5.930 0.570 -3.476
H -5.489 2.357 -2.812
H -4.744 -0.501 -1.427
H -4.680 1.136 -0.496
H -2.434 -0.092 -2.075
H -3.151 1.263 -3.316
H -2.517 3.177 -1.894
H -2.773 2.191 -0.279
H -0.461 0.774 -1.213
H -0.104 2.479 -2.012
H -0.323 3.728 0.266
H -1.115 2.259 1.143
H 1.324 2.485 2.017
H 2.014 2.603 0.268
H 1.476 0.266 -0.352
H 0.520 -2.718 1.357
H 3.202 -2.494 1.702
H 2.536 -2.063 0.021
H 3.640 0.068 0.500
H 4.451 0.888 2.444
H 4.054 -0.812 3.155
H 1.115 -1.217 4.313
H -0.453 -0.036 6.374
H -0.004 2.611 7.227
H 2.016 4.086 5.977
H 4.255 3.998 4.724
H 3.500 4.018 2.964
H 4.915 2.752 3.474
O 7.239 0.822 0.401
C 7.863 0.515 1.413
O 7.544 -0.599 2.105
C 8.324 -1.145 3.186
C 7.972 -0.473 4.498
C 8.943 1.415 1.944
H 9.394 -1.099 2.962
H 8.067 -2.207 3.247
H 8.195 0.596 4.478
H 8.527 -0.927 5.325
H 6.899 -0.568 4.701
H 8.485 2.205 2.545
H 9.470 1.864 1.097
H 9.700 0.898 2.531
O -9.669 -1.087 -1.457
C -10.351 -2.021 -1.867
O -9.982 -2.708 -2.969
C -10.603 -3.927 -3.422
C -11.827 -3.629 -4.264
C -11.650 -2.370 -1.196
H -10.820 -4.593 -2.583
H -9.859 -4.441 -4.040
H -12.592 -3.098 -3.692
H -12.264 -4.554 -4.651
H -11.562 -2.985 -5.110
H -12.436 -1.714 -1.579
H -11.539 -2.211 -0.119
H -11.946 -3.410 -1.319
O 11.424 0.406 1.190
C 12.239 0.967 0.464
O 13.192 1.765 0.990
C 14.300 2.316 0.253
C 13.899 3.598 -0.449
C 12.144 0.839 -1.030
H 14.724 1.575 -0.431
H 15.080 2.539 0.988
H 13.106 3.427 -1.181
H 14.757 4.041 -0.963
H 13.509 4.323 0.274
H 11.413 1.559 -1.404
H 11.810 -0.175 -1.272
H 13.093 0.975 -1.547
O 13.226 -0.557 -4.490
C 13.191 -1.763 -4.267
O 12.631 -2.236 -3.133
C 12.373 -3.627 -2.864
C 13.605 -4.306 -2.298
C 13.839 -2.733 -5.214
H 11.982 -4.134 -3.750
H 11.574 -3.654 -2.115
H 14.437 -4.287 -3.006
H 13.389 -5.348 -2.045
H 13.946 -3.787 -1.395
H 14.907 -2.789 -4.991
H 13.702 -2.366 -6.236
H 13.406 -3.732 -5.191
O -14.800 -2.387 -1.611
C -15.551 -1.988 -0.727
O -15.192 -0.957 0.067
C -16.068 -0.298 1.001
C -16.105 -1.039 2.323
C -16.853 -2.690 -0.460
H -17.062 -0.150 0.572
H -15.650 0.702 1.163
H -16.498 -2.051 2.208
H -16.728 -0.505 3.047
H -15.094 -1.138 2.735
H -16.667 -3.556 0.179
H -17.269 -3.027 -1.414
H -17.613 -2.055 -0.006
```

Calculated values
E_HOMO	-7.804	eV
largest force on an atom	8.37	eV/A
spin multiplicity	1
LUMO level	0.53	eV
Kohn-Sham gap	0.306	Eh

# C3H9NO3

A cluster of 2 separate species, C3H9NO3 in total at a distorted geometry (ωB97M-V/def2-TZVPD, the Open Molecules 2025 dataset).

XYZ file:
```
16
C3H9NO3, DFT ωB97M-V/def2-TZVPD
O -2.116 3.545 1.894
O -0.615 0.667 1.097
C -1.316 2.680 2.199
N -1.163 2.237 3.434
C 0.000 0.000 0.000
C -0.437 2.097 1.094
H -0.355 1.651 3.659
H -1.902 2.377 4.127
H 1.030 0.392 -0.033
H -0.513 0.278 -0.936
H 0.044 -1.100 0.063
H 0.621 2.362 1.283
H -0.730 2.549 0.127
O -1.484 -2.272 3.990
H -1.235 -2.760 3.173
H -2.158 -1.619 3.695
```

Calculated values
E_HOMO	-9.740	eV
largest force on an atom	2.37	eV/A
spin multiplicity	1
energy above the lowest of the compared OMol25 structures with the same formula, charge and spin	149.0	kJ/mol
LUMO level	0.61	eV
Kohn-Sham gap	0.380	Eh

| no. | electronic energy (eV) |
| --- | --- |
| 1 | -69836.4335 |
| 2 | -10889.0377 |